1.
Computed, not measured: one molecule with the formula C23H26N6O2S, with ωB97M-V with the def2-TZVPD basis set.

Spin multiplicity = 1
Frontier orbital gap = 8.41 eV
Strongest force on any atom = 0.9 eV/A
Structure (SMILES) = CCc1cc2c(cc3c(=O)n(CC(=O)N4CCN(c5ccccn5)CC4)nc(CC)n32)s1
Energy above the lowest of the compared OMol25 structures with the same formula, charge and spin = 22.4 kJ/mol
LUMO energy = 0.51 eV

Each line ends with the Löwdin charge.
Atoms and positions in Å:
1 C -6.19503 -1.37495 0.87617  -0.10
2 H -7.14888 -1.88316 0.76065  0.07
3 H -5.39841 -2.11444 0.83434  0.08
4 H -6.17094 -0.89638 1.85231  0.07
5 C -6.01259 -0.33138 -0.22852  -0.27
6 C -4.70816 0.37471 -0.08926  -0.53
7 C -3.57302 0.16847 -0.81068  -0.05
8 C -2.51470 0.99070 -0.36164  -0.25
9 N -1.20674 1.23768 -0.65453  0.10
10 C -0.33674 0.70210 -1.58182  -0.25
11 N 0.86850 1.10829 -1.66132  0.19
12 N 1.34404 2.06677 -0.84382  -0.03
13 C 0.61122 2.69132 0.14185  -0.39
14 O 1.10981 3.55314 0.85245  0.05
15 C -0.75061 2.22014 0.22931  -0.10
16 C -1.76892 2.59366 1.08339  0.03
17 C -2.87372 1.82083 0.71090  -0.47
18 S -4.51983 1.58247 1.16713  1.08
19 H -1.69806 3.32649 1.85978  0.12
20 C 2.71996 2.43602 -1.10441  -0.02
21 H 2.82313 2.67341 -2.16691  0.14
22 H 2.95233 3.31386 -0.49981  0.13
23 C 3.66068 1.25984 -0.83279  -0.43
24 O 4.19550 0.67087 -1.75166  0.06
25 N 3.86128 0.90151 0.45326  -0.04
26 C 3.32985 1.51176 1.64961  -0.10
27 H 4.16608 1.64771 2.34515  0.13
28 H 2.89644 2.48945 1.44885  0.10
29 C 2.25848 0.59216 2.28044  -0.11
30 N 2.47487 -0.76773 1.84156  -0.08
31 C 1.49415 -1.43632 1.17246  -0.28
32 N 0.25409 -0.96663 1.34963  0.13
33 C -0.76265 -1.63053 0.83223  -0.16
34 C -0.62894 -2.78243 0.08063  -0.10
35 C 0.66134 -3.24546 -0.15610  -0.08
36 C 1.73554 -2.57887 0.38832  -0.01
37 H 2.73725 -2.92543 0.19527  0.10
38 H 0.82337 -4.12275 -0.76618  0.11
39 H -1.49184 -3.29873 -0.30983  0.10
40 H -1.73702 -1.20622 1.04236  0.11
41 C 3.87065 -1.11722 1.81346  -0.12
42 H 4.00029 -2.18884 1.67088  0.11
43 C 4.59842 -0.32258 0.71122  -0.10
44 H 5.62520 -0.09029 1.01691  0.13
45 H 4.63453 -0.87614 -0.22969  0.12
46 H 4.28358 -0.86048 2.79556  0.12
47 H 1.25227 0.88314 1.97867  0.09
48 H 2.31787 0.64858 3.37342  0.13
49 C -0.82152 -0.36201 -2.51214  -0.17
50 C 0.29695 -0.90302 -3.39137  -0.09
51 H 1.08847 -1.31747 -2.77427  0.07
52 H 0.72478 -0.10794 -3.99356  0.08
53 H -0.08703 -1.68027 -4.04714  0.07
54 H -1.24590 -1.17121 -1.91165  0.09
55 H -1.62175 0.05592 -3.13108  0.12
56 H -3.51910 -0.53630 -1.61930  0.11
57 H -6.82841 0.39293 -0.17360  0.11
58 H -6.05039 -0.81874 -1.20508  0.11

2.
Computed, not measured: C20H17N3O2S2 as an isolated structure, with ωB97M-V with the def2-TZVPD basis set.

Spin multiplicity = 1
Frontier orbital gap = 7.19 eV
Strongest force on any atom = 18.2 eV/A
Energy above the lowest of the compared OMol25 structures with the same formula, charge and spin = 1562.4 kJ/mol
LUMO energy = -1.24 eV

Each line ends with the Löwdin charge.
Atoms and positions in Å:
1 O -2.47613 -0.69432 1.58616  0.11
2 C -3.39785 -0.67954 0.84952  -0.36
3 N -3.95722 0.54346 0.31442  0.12
4 C -3.55409 1.71657 0.29202  -0.53
5 N -4.39143 2.42862 -0.44963  0.15
6 C -4.09172 3.77975 -0.34472  -0.08
7 C -2.92688 4.21343 0.27457  -0.20
8 C -2.02120 3.46031 0.62842  -0.14
9 C -2.43677 2.14185 0.77387  -0.02
10 H -1.72560 1.34000 1.35047  0.17
11 H -1.11263 3.96415 1.17720  0.16
12 H -2.67035 5.47513 -0.10110  0.19
13 H -4.71012 4.33817 -1.01963  0.10
14 H -4.95438 0.46220 -0.15091  0.21
15 C -4.29553 -1.96696 0.34850  -0.13
16 C -3.73265 -2.51565 -0.69965  -0.24
17 N -2.18787 -2.69802 -0.64265  -0.06
18 C -1.62545 -3.60843 0.02024  -1.41
19 S -2.19042 -4.83006 0.37378  0.93
20 S 0.08819 -3.14211 0.24471  1.01
21 C -0.12658 -1.62346 -0.70684  -0.39
22 C 0.76692 -0.58643 -0.61955  0.00
23 C 2.22851 -0.71854 -0.31046  -0.10
24 C 3.09987 0.18233 -0.37276  -0.08
25 C 4.55145 0.25057 -0.40785  -0.18
26 C 5.21431 -0.99823 0.46851  -0.02
27 C 6.47840 -1.20014 0.81733  -0.01
28 C 7.29968 0.24502 0.49659  -0.02
29 C 6.62865 1.14612 0.00295  -0.24
30 C 5.40561 1.14214 -0.37973  -0.20
31 H 4.95451 2.15134 -0.99778  0.19
32 H 7.29083 2.01557 -0.46398  0.17
33 H 8.33927 0.12229 0.81774  0.11
34 H 6.87523 -2.00040 1.29402  0.05
35 H 4.49576 -1.95054 0.71791  0.13
36 H 2.89148 1.25384 -0.99082  0.18
37 H 2.51436 -1.76571 -0.06647  0.10
38 H 0.57971 0.26408 -0.98151  0.04
39 C -1.48444 -1.37692 -1.00808  -0.30
40 O -2.04064 -0.32360 -1.49373  0.06
41 H -3.79463 -1.88551 -1.49842  0.11
42 H -4.17045 -3.41529 -0.80373  0.08
43 H -5.45016 -1.83157 0.36519  0.16
44 H -4.17754 -2.82549 1.29589  0.19

3.
Computed, not measured: one molecule with the formula C9H13N3OS2, with ωB97M-V with the def2-TZVPD basis set.

Spin multiplicity = 1
Frontier orbital gap = 6.97 eV
Strongest force on any atom = 5.5 eV/A
Energy above the lowest of the compared OMol25 structures with the same formula, charge and spin = 96.1 kJ/mol
LUMO energy = -1.34 eV

Each line ends with the Löwdin charge.
Atoms and positions in Å:
1 C 0.59070 2.12134 -0.18557  -0.26
2 C -0.00418 -0.93900 0.30524  0.04
3 C -2.49597 0.42001 0.10419  -1.25
4 C 1.48194 0.97250 0.39849  -0.23
5 C -0.88297 -1.98322 -0.13387  -0.60
6 C 1.04315 3.31369 -0.89938  0.00
7 C 1.52561 1.12173 1.92697  -0.04
8 C -0.99247 -1.94750 -1.67274  -0.09
9 C -0.69944 -3.37037 0.49280  -0.04
10 N -0.66616 2.00005 -0.05109  0.10
11 N -1.29254 0.95059 0.36429  -0.05
12 N 1.13500 -0.42991 0.01198  -0.24
13 O 2.13135 -0.99833 -0.47942  -0.02
14 S -3.82109 1.33243 -0.12953  0.61
15 S -2.68706 -1.27707 0.44110  0.93
16 H 2.57406 1.21269 0.14789  0.17
17 H 1.35071 4.07468 -0.12791  0.12
18 H 0.24420 3.60452 -1.43876  0.05
19 H 1.80341 2.97866 -1.48766  0.06
20 H 1.74244 2.16934 2.28912  0.11
21 H 2.22127 0.29727 2.23599  0.11
22 H 0.45601 1.05280 2.12483  0.06
23 H -2.05188 -2.10304 -2.17162  0.12
24 H -0.15991 -2.55970 -2.02165  0.08
25 H -0.78280 -0.95687 -2.10117  0.08
26 H -1.54669 -3.72693 0.98366  0.06
27 H -0.01080 -3.36162 1.23097  0.05
28 H -0.20587 -3.96875 -0.15715  0.06

4.
Computed, not measured: C38H91N5O3Rb as an isolated structure, with ωB97M-V with the def2-TZVPD basis set.

Spin multiplicity = 1
Total charge = +5
Frontier orbital gap = 8.15 eV
Strongest force on any atom = 2.9 eV/A
LUMO energy = -10.85 eV

Each line ends with the Löwdin charge.
Atoms and positions in Å:
1 Rb -0.86424 0.25726 -3.54941  0.86
2 C 0.21144 -1.45530 -0.54054  -0.33
3 O 0.20221 -0.11004 -0.83077  -0.48
4 H -0.01521 -1.61217 0.51403  0.03
5 H -0.54013 -2.07898 -1.02456  0.03
6 H 1.21152 -1.83058 -0.75762  0.06
7 C -3.41506 -4.24185 3.40438  -0.06
8 C -2.47065 -3.18157 3.99359  -0.22
9 C -2.34812 -2.01788 3.01570  -0.12
10 N -1.51829 -0.77762 3.41866  -0.20
11 C -0.00255 -1.15418 3.66395  -0.06
12 C 0.95317 0.04686 3.94493  -0.16
13 C 0.84930 0.95996 2.78545  -0.19
14 C -0.58995 1.50583 2.52564  -0.12
15 C -1.62330 0.37069 2.34101  -0.09
16 C -2.02935 -0.21612 4.75070  0.03
17 H -3.41761 -5.16636 3.98176  0.10
18 H -2.99580 -4.49600 2.43087  0.05
19 H -4.45115 -3.94312 3.24508  0.09
20 H -1.46381 -3.52274 4.23435  0.10
21 H -2.89047 -2.84972 4.94318  0.12
22 H -3.31786 -1.56738 2.80416  0.14
23 H -1.72427 -2.33561 2.18026  0.11
24 H 0.48580 -1.60352 2.79925  0.12
25 H -0.03637 -1.86537 4.48928  0.13
26 H 1.96416 -0.35760 3.99428  0.12
27 H 0.83836 0.58715 4.88462  0.13
28 H 1.17086 0.43699 1.88478  0.10
29 H 1.50866 1.82449 2.86251  0.11
30 H -0.68618 2.10467 1.61998  0.09
31 H -0.93822 2.19402 3.29583  0.12
32 H -1.65609 -0.03979 1.33178  0.11
33 H -2.60417 0.83914 2.42204  0.12
34 H -1.79594 -0.88965 5.57532  0.12
35 H -3.10273 -0.02692 4.73796  0.12
36 H -1.59967 0.77180 4.91649  0.10
37 C -3.58135 8.64852 1.16391  -0.06
38 C -3.14651 7.57010 0.14028  -0.22
39 C -3.72705 6.17508 0.41357  -0.11
40 N -3.39425 4.97588 -0.55416  -0.23
41 C -1.88848 4.52291 -0.32380  -0.06
42 C -1.52527 3.20072 -1.02919  -0.16
43 C -2.51753 2.13446 -0.57764  -0.19
44 C -3.92376 2.54107 -0.95499  -0.18
45 C -4.42192 3.81025 -0.31987  -0.06
46 C -3.54970 5.41005 -1.99479  0.04
47 H -3.04032 9.58657 1.03956  0.09
48 H -3.53578 8.29880 2.19527  0.08
49 H -4.63253 8.91960 1.06571  0.09
50 H -2.07965 7.34737 0.15782  0.10
51 H -3.42193 7.97486 -0.83358  0.11
52 H -4.80902 6.25648 0.30961  0.14
53 H -3.46818 5.85363 1.42242  0.13
54 H -1.74862 4.44897 0.75465  0.13
55 H -1.34179 5.40529 -0.65640  0.12
56 H -0.50202 2.94801 -0.75133  0.10
57 H -1.45686 3.29419 -2.11302  0.11
58 H -2.55326 1.94101 0.49446  0.09
59 H -2.19871 1.19306 -1.02509  0.07
60 H -4.64207 1.76574 -0.68850  0.14
61 H -4.01277 2.69765 -2.03000  0.11
62 H -4.33530 3.58372 0.74281  0.14
63 H -5.38407 4.19354 -0.65964  0.15
64 H -2.71633 6.08415 -2.19270  0.11
65 H -4.46661 5.99773 -2.03966  0.13
66 H -3.46534 4.48048 -2.55770  0.09
67 C 0.12047 -5.18387 1.58583  -0.07
68 C -0.94796 -5.27025 0.44937  -0.23
69 C -0.32497 -5.56190 -0.91024  -0.10
70 N -1.41131 -5.67432 -2.09202  -0.19
71 C -2.18877 -6.94119 -1.76310  -0.12
72 C -2.99848 -7.38002 -2.93113  -0.17
73 C -2.09875 -7.61191 -4.09790  -0.19
74 C -1.37437 -6.37333 -4.57689  -0.15
75 C -0.55843 -5.80079 -3.41591  -0.08
76 C -2.32015 -4.38347 -2.19686  0.06
77 H 0.98349 -4.52265 1.50795  0.07
78 H 0.51176 -6.15916 1.87534  0.09
79 H -0.39604 -4.92829 2.51102  0.06
80 H -1.49766 -4.32942 0.42181  0.08
81 H -1.60870 -6.09194 0.72565  0.11
82 H 0.13355 -6.54789 -0.83478  0.13
83 H 0.47329 -4.82989 -1.03285  0.12
84 H -1.43987 -7.68016 -1.47818  0.15
85 H -2.93014 -6.79155 -0.97821  0.14
86 H -3.59759 -8.23619 -2.62105  0.15
87 H -3.73391 -6.62721 -3.21488  0.12
88 H -1.38258 -8.41392 -3.91908  0.13
89 H -2.64239 -8.02995 -4.94513  0.14
90 H -0.70072 -6.55716 -5.41386  0.14
91 H -2.14053 -5.68982 -4.94282  0.12
92 H 0.22089 -6.50632 -3.12779  0.14
93 H -0.13741 -4.81696 -3.62309  0.12
94 H -1.64332 -3.55251 -2.39564  0.08
95 H -2.82721 -4.29182 -1.23634  0.09
96 H -3.15372 -4.64864 -2.84720  0.10
97 C 6.22725 -1.39757 1.79466  0.07
98 N 5.16008 -1.13041 0.64975  -0.28
99 C 5.83419 -0.36542 -0.54157  0.03
100 C 4.66655 -2.54580 0.09156  0.06
101 C 3.93262 -0.28927 1.11346  -0.09
102 C 4.19974 1.16620 1.55021  -0.24
103 O 4.35296 1.20515 2.95544  -0.04
104 H 5.86509 -2.02935 2.60570  0.11
105 H 6.61121 -0.48870 2.25793  0.11
106 H 6.96329 -1.98126 1.24179  0.11
107 H 6.43936 0.47309 -0.19693  0.10
108 H 4.98429 0.00405 -1.11539  0.08
109 H 6.38528 -1.05607 -1.17986  0.11
110 H 3.80383 -2.50242 -0.57323  0.09
111 H 4.46634 -3.03177 1.04647  0.10
112 H 5.55177 -2.97327 -0.37935  0.11
113 H 3.43053 -0.78309 1.94542  0.13
114 H 3.21954 -0.27481 0.28919  0.10
115 H 3.50654 1.87872 1.10314  0.10
116 H 5.16739 1.50947 1.18424  0.11
117 H 4.21793 2.13051 3.17243  0.11
118 C 2.89453 4.74729 -1.15683  0.05
119 N 3.65241 4.17872 -2.40390  -0.32
120 C 3.97273 5.28266 -3.43932  0.05
121 C 4.98179 3.60480 -1.94630  0.03
122 C 2.75332 3.11380 -3.06559  -0.08
123 C 2.67714 1.68571 -2.44219  -0.20
124 O 2.22703 1.70076 -1.08659  -0.11
125 H 1.87238 4.90185 -1.50239  0.09
126 H 3.29781 5.72853 -0.90658  0.11
127 H 2.91855 4.04305 -0.32522  0.09
128 H 4.44730 4.83242 -4.31120  0.12
129 H 4.51387 6.08279 -2.93429  0.12
130 H 2.99552 5.65534 -3.74633  0.11
131 H 5.57733 4.35495 -1.42598  0.12
132 H 5.48008 3.28556 -2.86165  0.12
133 H 4.72075 2.83651 -1.21851  0.08
134 H 3.02468 3.04396 -4.11895  0.14
135 H 1.74813 3.53016 -2.99965  0.12
136 H 3.69268 1.31739 -2.58751  0.10
137 H 1.89744 1.05558 -2.87008  0.09
138 H 1.46895 1.11403 -1.03494  0.00

5.
Computed, not measured: a 2-piece molecular cluster, C3H10N2O overall, with ωB97M-V with the def2-TZVPD basis set.

Spin multiplicity = 1
Frontier orbital gap = 10.37 eV
Strongest force on any atom = 1.0 eV/A
Structure (SMILES) = CC/N=C\N.O
Energy above the lowest of the compared OMol25 structures with the same formula, charge and spin = 93.8 kJ/mol
LUMO energy = 0.79 eV

Each line ends with the Löwdin charge.
Atoms and positions in Å:
1 C -1.49780 -1.46489 0.01387  -0.10
2 C -0.90252 -0.80590 1.24258  -0.31
3 N 0.23390 1.62601 0.32049  0.07
4 C 0.96343 0.49933 0.69199  -0.30
5 N 0.52426 -0.61908 1.06985  0.02
6 H -0.79692 -2.17489 -0.42406  0.07
7 H -1.72699 -0.71028 -0.73199  0.06
8 H -2.43302 -1.99287 0.22202  0.07
9 H -1.00610 -1.46322 2.11663  0.11
10 H -1.42793 0.11885 1.51007  0.09
11 H -0.63919 1.78838 0.80051  0.08
12 H 0.76097 2.48406 0.27173  0.09
13 H 2.03180 0.63906 0.65473  0.11
14 H 0.62741 0.97930 -1.82752  -0.01
15 H 0.42406 -0.33153 -2.73801  0.03
16 O 0.95660 0.44858 -2.55777  -0.07

6.
Computed, not measured: a 2-piece molecular cluster, C7H14N2 overall, with ωB97M-V with the def2-TZVPD basis set.

Spin multiplicity = 1
Frontier orbital gap = 9.22 eV
Strongest force on any atom = 4.9 eV/A
Structure (SMILES) = Cc1c[nH]cn1.CCC
Energy above the lowest of the compared OMol25 structures with the same formula, charge and spin = 176.4 kJ/mol
LUMO energy = 0.83 eV

Each line ends with the Löwdin charge.
Atoms and positions in Å:
1 C -1.51514 2.48326 0.79336  -0.07
2 C -2.16242 1.85517 -2.68861  -0.15
3 C -1.80579 1.72307 -0.44328  -0.32
4 C -2.59654 0.57275 -0.86839  -0.04
5 N -1.60563 2.44544 -1.59105  0.04
6 N -2.70588 0.65133 -2.26001  0.01
7 H -2.10670 1.96957 -3.77123  0.11
8 H -3.14155 -0.07684 -2.79395  0.13
9 H -2.95409 -0.15266 -0.20232  0.08
10 H -0.59734 3.06425 0.65541  0.08
11 H -1.19630 1.85094 1.62534  0.07
12 H -2.30492 3.11096 1.14187  0.07
13 C 2.53368 -1.36203 1.29821  -0.34
14 C 2.21985 -2.75118 1.85288  -0.13
15 C 2.11566 -1.20460 -0.19729  -0.12
16 H 1.83874 -0.60338 1.67712  0.08
17 H 3.46896 -0.84158 1.42930  0.09
18 H 2.64535 -3.54857 1.18179  0.08
19 H 1.23843 -1.88981 -0.28704  0.08
20 H 1.10551 -2.92577 1.71007  0.08
21 H 2.48403 -2.83844 2.94364  0.08
22 H 1.99928 -0.18463 -0.48503  0.05
23 H 3.04281 -1.34726 -0.72078  0.05